The following is a quantum chemistry calculation of C3H7NO2 in the gas phase in a non-equilibrium geometry, from the OMol25 dataset.

Each line ends with the Löwdin charge.
Element x y z (Å)
C (0.371, 0.602, -0.052)  0.06
C (1.385, 0.530, 1.012)  -0.05
C (-0.813, -0.296, -0.067)  -0.75
N (-1.821, 0.051, -1.000)  0.12
O (0.334, -1.077, -1.051)  -0.03
O (-1.140, -0.705, 1.086)  -0.04
H (0.698, -1.742, -0.450)  0.08
H (0.304, 1.537, -0.613)  0.14
H (-1.545, -0.092, -1.963)  0.08
H (-2.685, -0.423, -0.774)  0.09
H (1.114, 1.248, 1.794)  0.11
H (1.438, -0.458, 1.463)  0.09
H (2.360, 0.825, 0.615)  0.09

Calculated values
energy above the lowest of the compared OMol25 structures with the same formula, charge and spin = 367.2 kJ/mol
orbital gap (spin up / spin down) = 8.52 / 8.52 eV
net charge = 0